No. 1
{"formula": "C27H29F2N3PSbSe6Ti", "method": "ωB97M-V/def2-TZVPD", "e_lumo_ha": 0.1369, "orbital_gap_ev": 4.826, "charge": -2, "energy_ev": -469397.2745, "species": ["Ti", "Se", "Se", "C", "C", "C", "C", "C", "N", "C", "C", "C", "C", "C", "N", "H", "H", "H", "H", "H", "H", "H", "H", "F", "C", "C", "C", "C", "C", "F", "C", "C", "C", "C", "C", "C", "N", "H", "H", "H", "H", "H", "H", "Se", "Sb", "Se", "Se", "Se", "C", "C", "P", "C", "C", "C", "C", "H", "H", "H", "H", "H", "H", "H", "H", "H", "H", "H", "H", "H", "H", "H"], "coordinates": [[-0.58833, -0.86227, 0.33323], [-2.60082, 2.42654, 0.59886], [-1.81341, -0.74741, 2.22638], [-0.74130, 0.53564, 3.29703], [-1.37458, 1.34261, 4.24876], [-0.60554, 2.06050, 5.13906], [0.78016, 1.92339, 5.09822], [1.31777, 1.10334, 4.12446], [0.58558, 0.43791, 3.22980], [-3.37934, 1.17207, -0.56789], [-4.48013, 1.56734, -1.35225], [-5.12866, 0.65622, -2.15077], [-4.69100, -0.66395, -2.16009], [-3.58247, -0.97191, -1.40709], [-2.90784, -0.08697, -0.64919], [-2.45506, 1.39689, 4.26204], [-1.07320, 2.71363, 5.86676], [1.42393, 2.44211, 5.79645], [2.39299, 0.96259, 4.05054], [-4.80129, 2.59804, -1.29646], [-5.97815, 0.96355, -2.75125], [-5.18685, -1.44726, -2.71580], [-3.23774, -1.99491, -1.37055], [-0.56607, -1.54782, -5.11000], [0.03023, -1.67323, -3.90717], [-0.73408, -1.66154, -2.76655], [-0.11649, -1.72184, -1.52205], [1.28326, -1.90122, -1.46518], [2.00292, -1.90559, -2.65761], [3.36266, -2.01413, -2.64631], [1.40797, -1.76802, -3.88673], [1.87586, -2.21044, -0.13404], [3.13827, -2.76280, 0.09428], [3.45307, -3.23285, 1.35451], [2.49745, -3.19950, 2.36149], [1.29118, -2.59477, 2.08872], [1.02709, -2.05061, 0.89968], [-1.80580, -1.60297, -2.87336], [1.99484, -1.76701, -4.79337], [3.83394, -2.86238, -0.72070], [4.42808, -3.66622, 1.54007], [2.66874, -3.64757, 3.32918], [0.49079, -2.54322, 2.81473], [-4.45178, -4.95374, -1.39073], [-2.08677, -4.88474, -0.73995], [-1.88591, -2.79144, 0.69591], [-0.60284, -4.86839, -2.70147], [-1.47050, -6.63903, 0.85571], [0.67387, 4.44691, 0.89825], [0.60178, 3.01872, 1.42774], [0.68780, 1.65948, 0.17528], [0.29610, 2.54408, -1.40136], [-0.09207, 1.64847, -2.57204], [2.54752, 1.68438, 0.05453], [3.21888, 0.89835, -1.06597], [0.70782, 5.13673, 1.74557], [-0.20920, 4.69242, 0.30941], [1.56262, 4.62875, 0.28906], [-0.31259, 2.89907, 2.00320], [1.42663, 2.84005, 2.12105], [1.15430, 3.17534, -1.65997], [-0.54256, 3.19819, -1.17984], [0.70795, 0.97212, -2.87732], [-0.35948, 2.25935, -3.43785], [-0.96575, 1.04538, -2.32417], [2.92574, 1.35403, 1.02776], [2.81200, 2.74335, -0.04066], [3.25531, -0.16478, -0.84663], [4.25114, 1.23453, -1.19299], [2.71138, 1.02844, -2.02231]], "mulliken_charge": [-1.0772, -0.2244, -0.2711, 0.2109, -0.7795, -0.3324, -0.6368, -0.4367, 0.1254, -0.1188, -0.8791, -0.2952, -0.9880, 0.0154, 0.5843, 0.3936, 0.3944, 0.3952, 0.3662, 0.3907, 0.3534, 0.4849, -0.0088, -0.4189, 0.6307, -0.2264, -0.0889, 1.8593, 0.9388, -0.4336, -1.0665, -0.2145, -0.6786, -0.7085, -1.1290, -0.3253, 1.2366, 0.0525, 0.4197, 0.5516, 0.4355, 0.4499, 0.4624, -0.7526, 0.6456, -0.2290, -0.7156, -0.7570, -1.5431, -0.1109, 1.1844, -0.8372, -0.7765, -1.1274, -0.8506, 0.4644, 0.2702, 0.2746, 0.0748, 0.3873, 0.4907, 0.4081, -0.0003, 0.5536, -0.0564, 0.3198, 0.6040, 0.0656, 0.4758, 0.1242]}

---

No. 2
{"formula": "C27H29O4P", "method": "ωB97M-V/def2-TZVPD", "e_lumo_ha": -0.0420, "orbital_gap_ev": 7.714, "charge": 0, "energy_ev": -45945.9555, "species": ["C", "C", "O", "C", "C", "C", "O", "C", "P", "C", "O", "C", "C", "O", "H", "H", "H", "H", "H", "H", "H", "H", "H", "H", "H", "C", "C", "C", "C", "C", "C", "H", "H", "H", "H", "H", "H", "C", "C", "C", "C", "C", "C", "H", "H", "H", "H", "H", "H", "C", "C", "C", "C", "C", "C", "H", "H", "H", "H", "H", "H"], "coordinates": [[3.22231, 0.93925, -1.18591], [3.20461, -0.47172, -1.77721], [2.48053, -1.38608, -0.96665], [1.14133, -1.20528, -1.05816], [0.34880, -1.93754, -1.82485], [-1.10601, -1.62022, -1.88128], [-1.94931, -2.47184, -2.08316], [-1.45058, -0.16324, -1.69896], [-2.99311, 0.50484, -2.45956], [-3.10126, 2.15540, -1.64866], [-4.22652, -0.33747, -1.76354], [-0.59194, 0.59627, -1.01937], [0.45573, -0.13407, -0.26026], [0.66187, 0.05718, 0.92394], [2.38051, 1.49478, -1.59598], [4.12016, 1.47478, -1.45985], [3.09902, 0.89302, -0.11256], [4.22825, -0.80787, -1.85035], [2.79856, -0.44039, -2.78310], [0.69836, -2.77426, -2.40244], [-2.52893, 2.83713, -2.26471], [-2.66813, 2.11022, -0.65140], [-4.12952, 2.47769, -1.57381], [-4.58570, 0.13508, -1.00813], [-0.63191, 1.66860, -1.00032], [2.54410, -1.34800, 4.16245], [3.00090, -1.58060, 5.45273], [2.33273, -1.02746, 6.53612], [1.20952, -0.23903, 6.32847], [0.75791, -0.00150, 5.03728], [1.42308, -0.55600, 3.95135], [3.06232, -1.78461, 3.31778], [3.87816, -2.19411, 5.61445], [2.68705, -1.21097, 7.54242], [0.68658, 0.19062, 7.17355], [-0.11558, 0.61752, 4.87572], [1.07228, -0.37315, 2.94273], [3.26593, -4.39558, -1.97077], [4.62455, -4.55796, -1.73762], [5.21421, -5.80362, -1.90008], [4.44423, -6.88976, -2.29277], [3.08440, -6.73071, -2.51884], [2.49582, -5.48393, -2.35910], [2.81092, -3.42319, -1.84751], [5.22469, -3.71156, -1.42786], [6.27419, -5.92881, -1.72018], [4.90426, -7.86093, -2.42136], [2.48293, -7.57878, -2.81958], [1.43420, -5.36160, -2.53662], [-4.93623, 5.68495, -1.27264], [-4.50046, 5.36374, 0.00550], [-5.20562, 5.81194, 1.11357], [-6.34543, 6.58490, 0.94307], [-6.77730, 6.91225, -0.33474], [-6.07384, 6.46151, -1.44273], [-4.38886, 5.33084, -2.13722], [-3.60956, 4.76278, 0.13853], [-4.86699, 5.55898, 2.10987], [-6.89712, 6.93294, 1.80654], [-7.66347, 7.51905, -0.46725], [-6.41168, 6.71552, -2.43896]], "mulliken_charge": [-1.0434, -0.2985, -0.3423, 1.0029, -0.5694, -0.2811, -0.5524, 0.8016, 0.0826, -1.2987, -0.4509, -0.7608, -0.2188, -0.5101, 0.2304, 0.4201, 0.2281, 0.4002, 0.3424, 0.5351, 0.4199, 0.4886, 0.3976, 0.3085, 0.5437, -0.5286, -0.3764, -0.4385, -0.3246, -0.5446, -0.0422, 0.4006, 0.3585, 0.3504, 0.3591, 0.3694, 0.4745, 0.7160, -0.5133, -0.4239, -0.4296, -0.4536, -0.3734, -0.2376, 0.3443, 0.3603, 0.3607, 0.3603, 0.3571, -0.3327, -0.2687, -0.4401, -0.3411, -0.3703, -0.4117, 0.3747, 0.3513, 0.3624, 0.3590, 0.3576, 0.3596]}

---

No. 3
{"formula": "C27H30BCl4N2OP", "method": "ωB97M-V/def2-TZVPD", "e_lumo_ha": -0.0864, "orbital_gap_ev": 4.160, "charge": 0, "energy_ev": -93571.6039, "species": ["Cl", "B", "Cl", "Cl", "O", "C", "C", "C", "C", "C", "Cl", "C", "C", "H", "H", "H", "H", "H", "C", "C", "C", "C", "C", "C", "N", "P", "H", "N", "C", "C", "C", "C", "C", "C", "C", "C", "C", "C", "C", "C", "C", "C", "H", "H", "H", "H", "H", "H", "H", "H", "H", "H", "H", "H", "H", "H", "H", "H", "H", "H", "H", "H", "H", "H", "H", "H"], "coordinates": [[-4.10360, -0.95300, -0.16937], [-3.31530, -2.60019, 0.20961], [-4.63199, -3.86869, 0.55489], [-2.16350, -3.35473, -1.09763], [-2.50137, -2.33390, 1.42612], [-1.75832, -3.23322, 1.96856], [-1.69059, -3.32440, 3.39847], [-1.45376, -4.60007, 3.95435], [-1.36577, -4.76294, 5.32971], [-1.49591, -3.64278, 6.17197], [-1.28089, -3.81710, 7.86389], [-1.84675, -2.39126, 5.62962], [-1.97417, -2.23130, 4.25422], [-1.32253, -4.03838, 1.35615], [-1.35343, -5.44687, 3.27189], [-1.16803, -5.74053, 5.76622], [-2.00507, -1.55196, 6.30586], [-2.28223, -1.28592, 3.81589], [4.38727, 3.42454, 4.08282], [3.42636, 2.89253, 3.05731], [3.70556, 3.06888, 1.69685], [2.83447, 2.59109, 0.71532], [3.14849, 2.82432, -0.73394], [1.67800, 1.89419, 1.11518], [0.73087, 1.46470, 0.12124], [0.89511, 0.01476, -0.84655], [-0.09258, -0.75108, -0.10257], [-0.26441, 0.66250, -1.98548], [-0.40398, 0.23115, -3.34931], [-1.57280, -0.44805, -3.71835], [-2.61703, -0.75850, -2.71461], [-1.75519, -0.83044, -5.04201], [-0.84766, -0.44286, -6.03034], [-1.11392, -0.81316, -7.45873], [0.29176, 0.28489, -5.65246], [0.52599, 0.63283, -4.31932], [1.72497, 1.45115, -3.93875], [-0.72440, 1.91525, -1.59534], [-0.14799, 2.37450, -0.45753], [1.36295, 1.72363, 2.47318], [0.08322, 1.07740, 2.90833], [2.25692, 2.21474, 3.42301], [4.03450, 3.22504, 5.09909], [5.38065, 2.96651, 3.97203], [4.52151, 4.51041, 3.98033], [4.61744, 3.59028, 1.38299], [2.28852, 3.22333, -1.29867], [3.95802, 3.57244, -0.80012], [3.52135, 1.91284, -1.24254], [-3.19881, -1.62888, -3.03194], [-2.12255, -1.00806, -1.77685], [-3.31025, 0.07061, -2.53989], [-2.63248, -1.43264, -5.29222], [-0.34655, -0.39769, -8.11882], [-1.13611, -1.90478, -7.58210], [-2.09510, -0.44338, -7.78567], [1.01270, 0.59283, -6.41498], [2.19947, 1.83803, -4.84944], [1.45947, 2.32752, -3.32581], [2.48920, 0.85692, -3.41481], [-1.42340, 2.45247, -2.21527], [-0.28182, 3.35249, -0.02285], [0.15164, 0.83272, 3.97496], [-0.77919, 1.74954, 2.79746], [-0.13629, 0.15105, 2.36864], [2.02929, 2.06867, 4.47809]], "mulliken_charge": [-0.2887, 0.9254, -0.3029, -0.3459, -0.5477, -0.2313, 0.6088, -0.4872, -0.6781, 0.3703, -0.1726, -0.6515, -0.2694, 0.3972, 0.3775, 0.4067, 0.4094, 0.5636, -1.4537, 0.6847, -1.0702, 1.4442, -1.2258, -0.9325, 0.8238, -0.1312, -0.2142, 0.8732, -0.9373, 1.4718, -1.3458, -1.1580, 0.8472, -1.4405, -1.2263, 1.1937, -1.1565, -0.4196, -0.6614, 1.1289, -1.2461, -1.2171, 0.3475, 0.3233, 0.3272, 0.3588, 0.2202, 0.3855, 0.2205, 0.5253, -0.2492, 0.3105, 0.4073, 0.3537, 0.3186, 0.3249, 0.2735, 0.3736, 0.1637, 0.2608, 0.4564, 0.4432, 0.4177, 0.3328, 0.0975, 0.2916]}